Here is a structure of composition C23H21F6MoN4Sb from the Open Molecules 2025 dataset. Energies are from ωB97M-V/def2-TZVPD.

Element x y z (Å)
1 Mo -0.610 0.193 -0.541
2 C 3.725 -0.712 -0.967
3 C 4.265 0.488 -1.410
4 C 3.424 1.578 -1.590
5 C 2.076 1.445 -1.332
6 N 1.546 0.265 -0.924
7 C 2.369 -0.786 -0.741
8 C 1.073 2.502 -1.427
9 C 1.311 3.832 -1.686
10 C 0.250 4.740 -1.653
11 C -1.043 4.329 -1.348
12 C -1.307 2.998 -1.098
13 C -0.238 2.090 -1.135
14 H 4.341 -1.584 -0.802
15 H 5.325 0.576 -1.608
16 H 3.818 2.527 -1.927
17 H 1.925 -1.712 -0.403
18 H 2.312 4.182 -1.902
19 H 0.432 5.786 -1.864
20 H -1.853 5.046 -1.325
21 H -2.327 2.697 -0.901
22 F -1.800 0.251 -2.338
23 Sb -3.763 -0.181 -1.846
24 F -3.108 -1.924 -1.713
25 F -2.564 0.067 -0.072
26 F -5.224 -0.549 -0.801
27 F -3.959 1.654 -1.707
28 F -4.164 -0.304 -3.631
29 N -0.145 0.374 1.402
30 C -0.081 0.454 2.565
31 C -0.005 0.548 3.946
32 C 1.250 0.434 4.586
33 C 1.300 0.533 5.955
34 C 0.124 0.743 6.681
35 C -1.115 0.856 6.048
36 C -1.196 0.761 4.680
37 H 2.149 0.275 4.006
38 H 2.246 0.451 6.471
39 H 0.176 0.820 7.759
40 H -2.010 1.019 6.633
41 H -2.146 0.847 4.170
42 C -0.157 -3.937 -4.096
43 C -0.248 -3.297 -2.768
44 C -0.462 -3.865 -1.496
45 C -0.557 -2.834 -0.604
46 N -0.379 -1.640 -1.290
47 N -0.188 -1.976 -2.597
48 C -0.845 -2.872 0.853
49 H 0.225 -4.951 -3.999
50 H 0.477 -3.371 -4.778
51 H -1.159 -4.000 -4.531
52 H -0.567 -4.916 -1.281
53 H -0.141 -1.265 -3.314
54 H -0.924 -3.906 1.181
55 H -1.799 -2.385 1.071
56 H -0.055 -2.396 1.436

Output
spin multiplicity: 2
⟨S²⟩: 0.79
HOMO (spin up / spin down): -0.6566 / -0.6600 Ha
total charge: +3
molar mass: 685.14 g/mol
frontier orbital gap (spin up / spin down): 5.13 / 5.89 eV

Need the Löwdin charges? In units of e they are:
1 Mo 1.8647
2 C 0.0026
3 C 0.0325
4 C 0.0534
5 C -0.1935
6 N -0.0527
7 C -0.0903
8 C -0.1598
9 C 0.0386
10 C 0.0359
11 C -0.0015
12 C -0.0462
13 C -0.2129
14 H 0.1349
15 H 0.1429
16 H 0.1361
17 H 0.1123
18 H 0.1346
19 H 0.1415
20 H 0.1402
21 H 0.0904
22 F -0.4251
23 Sb 1.5675
24 F -0.2900
25 F -0.4425
26 F -0.2581
27 F -0.2838
28 F -0.2615
29 N 0.0551
30 C -0.0150
31 C -0.2016
32 C 0.0141
33 C -0.0145
34 C 0.0265
35 C -0.0123
36 C 0.0192
37 H 0.1304
38 H 0.1326
39 H 0.1374
40 H 0.1337
41 H 0.1333
42 C 0.0442
43 C -0.1954
44 C 0.0912
45 C -0.2853
46 N -0.1816
47 N 0.1038
48 C 0.0039
49 H 0.1137
50 H 0.1075
51 H 0.1248
52 H 0.1539
53 H 0.1846
54 H 0.1127
55 H 0.0958
56 H 0.0772

***

Here is a structure of composition C23H21I2N6O10Ru from the Open Molecules 2025 dataset. Energies are from ωB97M-V/def2-TZVPD.

Element x y z (Å)
1 Ru 0.323 -0.415 0.965
2 I -0.022 -1.263 3.831
3 C 2.046 -0.759 4.045
4 I 3.010 -0.850 2.131
5 H 2.515 -1.470 4.715
6 H 2.111 0.256 4.418
7 O 4.339 -0.595 -5.943
8 C 4.422 -0.409 -4.630
9 O 5.450 -0.162 -4.071
10 C 3.145 -0.502 -3.823
11 C 3.200 -1.147 -2.592
12 C 2.087 -1.176 -1.781
13 C 0.910 -0.531 -2.175
14 C 0.861 0.123 -3.405
15 C 1.977 0.135 -4.225
16 N -0.170 -0.496 -1.272
17 C -1.395 -0.489 -1.608
18 C -2.414 -0.339 -0.590
19 C -3.747 -0.133 -0.902
20 C -4.660 0.051 0.130
21 C -4.209 -0.007 1.436
22 C -2.860 -0.254 1.672
23 N -1.988 -0.400 0.684
24 H 3.468 -0.840 -6.269
25 H 4.124 -1.616 -2.284
26 H 2.106 -1.709 -0.838
27 H -0.031 0.660 -3.704
28 H 1.937 0.674 -5.163
29 H -1.706 -0.602 -2.644
30 H -4.062 -0.103 -1.936
31 H -5.706 0.222 -0.087
32 H -4.878 0.127 2.274
33 H -2.488 -0.327 2.681
34 O -0.864 7.547 1.262
35 N -0.048 6.896 0.652
36 O 0.739 7.297 -0.178
37 C -0.009 5.448 0.943
38 C 0.922 4.656 0.318
39 C 0.949 3.296 0.574
40 C 0.098 2.681 1.552
41 O 0.268 1.479 1.971
42 C -0.928 3.553 2.070
43 C -0.955 4.901 1.790
44 N -2.045 3.023 2.859
45 O -2.968 3.777 3.074
46 O -2.014 1.859 3.230
47 N 1.853 2.494 -0.192
48 O 1.752 1.257 -0.128
49 O 2.651 3.022 -0.917
50 H 1.627 5.094 -0.376
51 H -1.716 5.531 2.231
52 C -1.711 -5.678 0.475
53 N -0.582 -4.803 0.781
54 C 0.575 -5.352 1.483
55 C -0.633 -3.520 0.514
56 O 0.270 -2.709 0.815
57 H -1.367 -6.706 0.410
58 H -2.166 -5.404 -0.476
59 H -2.471 -5.622 1.255
60 H 0.652 -6.417 1.284
61 H 0.481 -5.202 2.560
62 H 1.479 -4.855 1.140
63 H -1.537 -3.198 -0.018

Output
spin multiplicity: 2
⟨S²⟩: 0.77
HOMO (spin up / spin down): -0.5292 / -0.5297 Ha
total charge: +2
molar mass: 896.33 g/mol
frontier orbital gap (spin up / spin down): 5.91 / 6.42 eV

Need the Löwdin charges? In units of e they are:
1 Ru 1.1297
2 I 1.0497
3 C -0.9942
4 I 1.0240
5 H -0.0133
6 H -0.0078
7 O 0.1616
8 C -0.4866
9 O 0.1617
10 C -0.1034
11 C 0.0215
12 C -0.0373
13 C -0.2777
14 C 0.0055
15 C 0.0100
16 N 0.0400
17 C -0.0300
18 C -0.2495
19 C 0.0317
20 C 0.0087
21 C 0.0139
22 C -0.1222
23 N 0.0460
24 H 0.1229
25 H 0.1367
26 H 0.0630
27 H 0.1212
28 H 0.1345
29 H 0.1576
30 H 0.1347
31 H 0.1344
32 H 0.1353
33 H 0.0439
34 O 0.1209
35 N -0.3452
36 O 0.1156
37 C -0.0986
38 C 0.1109
39 C -0.0517
40 C -0.2382
41 O -0.2398
42 C -0.0269
43 C 0.1095
44 N -0.3200
45 O 0.1212
46 O 0.0306
47 N -0.2944
48 O -0.1111
49 O 0.1669
50 H 0.1470
51 H 0.1462
52 C -0.0038
53 N -0.1470
54 C 0.0065
55 C -0.2940
56 O -0.2253
57 H 0.1005
58 H 0.0994
59 H 0.1050
60 H 0.1015
61 H 0.1059
62 H 0.0965
63 H 0.1460

***

Here is the molecule C23H22BrN5O4S from the Open Molecules 2025 dataset. Energies are from ωB97M-V/def2-TZVPD.

Element x y z (Å)
1 C 3.641 3.205 1.788
2 C 3.236 3.143 0.530
3 C 2.994 4.346 -0.324
4 C 2.952 1.817 -0.137
5 N 1.536 1.674 -0.379
6 C 0.889 1.825 -1.572
7 S 1.718 2.047 -3.080
8 C 0.371 1.628 -4.235
9 C 0.153 0.117 -4.205
10 O 0.794 -0.643 -4.886
11 N -0.807 -0.251 -3.311
12 N -1.001 -1.546 -2.999
13 C -1.844 -1.832 -2.090
14 C -2.014 -3.194 -1.635
15 C -1.305 -4.242 -2.227
16 C -1.413 -5.529 -1.744
17 C -2.228 -5.794 -0.653
18 C -2.942 -4.772 -0.056
19 C -2.851 -3.475 -0.544
20 O -3.630 -2.475 0.004
21 C -3.261 -2.033 1.300
22 C -2.181 -0.959 1.133
23 O -0.997 -1.181 1.213
24 O -2.704 0.204 0.819
25 N -0.408 1.776 -1.400
26 N -0.627 1.608 -0.086
27 C 0.525 1.542 0.531
28 C 0.661 1.340 1.966
29 C 1.488 0.347 2.481
30 C 1.568 0.149 3.845
31 C 0.816 0.947 4.691
32 Br 0.936 0.686 6.571
33 C -0.030 1.926 4.195
34 C -0.110 2.114 2.829
35 H 3.839 4.147 2.269
36 H 3.801 2.323 2.384
37 H 3.225 5.259 0.217
38 H 1.952 4.387 -0.643
39 H 3.608 4.300 -1.223
40 H 3.296 0.992 0.489
41 H 3.450 1.764 -1.110
42 H -0.507 2.204 -3.951
43 H 0.741 1.927 -5.215
44 H -1.270 0.471 -2.746
45 H -2.435 -1.059 -1.589
46 H -0.668 -4.007 -3.065
47 H -0.861 -6.330 -2.212
48 H -2.313 -6.800 -0.269
49 H -3.589 -4.972 0.786
50 H -4.157 -1.590 1.740
51 H -2.883 -2.855 1.917
52 H -1.997 0.862 0.529
53 H 2.035 -0.305 1.819
54 H 2.201 -0.625 4.250
55 H -0.621 2.527 4.868
56 H -0.770 2.865 2.424

Output
HOMO: -0.3025 Ha
total charge: 0
molar mass: 544.43 g/mol
frontier orbital gap: 8.57 eV

Need the Löwdin charges? In units of e they are:
1 C 0.0729
2 C -0.3394
3 C -0.0484
4 C -0.1061
5 N 0.0235
6 C -0.6025
7 S 1.0095
8 C -0.3446
9 C -0.5575
10 O 0.0717
11 N 0.0282
12 N 0.0905
13 C -0.0658
14 C -0.1256
15 C -0.0161
16 C -0.0807
17 C -0.0766
18 C -0.0103
19 C -0.2258
20 O -0.0462
21 C -0.0808
22 C -0.5252
23 O 0.1040
24 O 0.0896
25 N 0.0365
26 N 0.0729
27 C -0.2294
28 C -0.1668
29 C -0.0334
30 C -0.1104
31 C -0.6738
32 Br 0.7357
33 C -0.1103
34 C -0.0070
35 H 0.0680
36 H 0.0637
37 H 0.0811
38 H 0.0809
39 H 0.0837
40 H 0.1213
41 H 0.1071
42 H 0.0773
43 H 0.0866
44 H 0.1167
45 H 0.1293
46 H 0.1134
47 H 0.1019
48 H 0.1029
49 H 0.1198
50 H 0.1354
51 H 0.1336
52 H 0.0695
53 H 0.1231
54 H 0.1054
55 H 0.1037
56 H 0.1230

***

Here is a structure of composition C23H22ClMnNOPS2 from the Open Molecules 2025 dataset. Energies are from ωB97M-V/def2-TZVPD.

Element x y z (Å)
1 Mn -1.079 0.538 0.525
2 Cl -1.848 -1.389 -0.594
3 C -0.685 -1.935 -1.776
4 C -1.065 -2.950 -2.631
5 C -0.169 -3.387 -3.594
6 C 1.089 -2.814 -3.682
7 C 1.462 -1.805 -2.807
8 C 0.580 -1.347 -1.832
9 P 0.988 0.031 -0.697
10 C 1.330 -0.823 0.888
11 C 1.409 -2.204 1.047
12 C 1.640 -2.736 2.306
13 C 1.816 -1.902 3.401
14 C 1.758 -0.524 3.248
15 C 1.503 0.017 1.998
16 C 2.637 0.560 -1.248
17 C 3.804 0.111 -0.635
18 C 5.036 0.522 -1.121
19 C 5.109 1.380 -2.209
20 C 3.946 1.839 -2.813
21 C 2.712 1.438 -2.330
22 H -2.050 -3.390 -2.549
23 H -0.463 -4.173 -4.276
24 H 1.788 -3.153 -4.435
25 H 2.449 -1.368 -2.877
26 H 1.288 -2.858 0.192
27 H 1.683 -3.810 2.433
28 H 1.995 -2.326 4.380
29 H 1.901 0.129 4.099
30 H 1.464 1.095 1.863
31 H 3.754 -0.557 0.214
32 H 5.941 0.168 -0.646
33 H 6.073 1.696 -2.583
34 H 4.003 2.513 -3.658
35 H 1.801 1.800 -2.792
36 C -1.559 3.539 -0.867
37 C -1.759 2.402 0.099
38 O -2.800 1.715 0.023
39 H -2.511 4.024 -1.105
40 H -1.157 3.110 -1.789
41 H -0.842 4.263 -0.487
42 S -1.784 0.262 2.853
43 C -3.433 0.582 2.735
44 N -3.975 1.784 2.836
45 C -5.378 1.895 2.456
46 C -5.984 0.538 2.773
47 S -4.626 -0.647 2.472
48 H -3.375 2.597 2.821
49 H -5.455 2.121 1.389
50 H -5.862 2.688 3.023
51 H -6.831 0.293 2.139
52 H -6.269 0.451 3.820

Output
spin multiplicity: 6
⟨S²⟩: 8.79
HOMO (spin up / spin down): -0.3509 / -0.3957 Ha
total charge: +1
molar mass: 513.93 g/mol
frontier orbital gap (spin up / spin down): 7.08 / 8.23 eV

Need the Löwdin charges? In units of e they are:
1 Mn 0.2887
2 Cl 0.8120
3 C -0.5893
4 C -0.0863
5 C -0.0524
6 C -0.0513
7 C -0.0563
8 C -0.3655
9 P 1.0534
10 C -0.4265
11 C -0.0694
12 C -0.0520
13 C -0.0549
14 C -0.0735
15 C -0.1577
16 C -0.3754
17 C -0.0717
18 C -0.0609
19 C -0.0632
20 C -0.0670
21 C -0.0995
22 H 0.1152
23 H 0.1175
24 H 0.1160
25 H 0.1095
26 H 0.1120
27 H 0.1140
28 H 0.1142
29 H 0.1170
30 H 0.1121
31 H 0.1065
32 H 0.1122
33 H 0.1119
34 H 0.1115
35 H 0.1074
36 C -0.0849
37 C -0.4226
38 O -0.1555
39 H 0.0787
40 H 0.0760
41 H 0.0674
42 S 0.6437
43 C -1.0949
44 N -0.0308
45 C -0.2035
46 C -0.3864
47 S 0.9752
48 H 0.1489
49 H 0.1271
50 H 0.1300
51 H 0.0870
52 H 0.0861